Record 1
DFT (ωB97M-V/def2-TZVPD) results for a structure of composition C36H25Cl2N4O3SiSm in a non-equilibrium geometry.

Frontier orbital gap (alpha / beta) = 0.1085 / 0.2173 Ha
⟨S²⟩ = 9.16
Spin multiplicity = 6
Lowest unoccupied orbital energy (alpha / beta) = -0.81 / -2.84 eV
Net charge = 0

Each line ends with the Mulliken spin population.
Element x y z (Å)
1 Sm 0.968 1.160 -0.321  3.038
2 Cl 0.448 1.763 -7.397  0.027
3 C 0.122 1.978 -5.709  0.185
4 C 1.108 1.637 -4.797  -0.034
5 C 0.903 1.777 -3.428  0.326
6 N 1.854 1.406 -2.441  0.137
7 C 3.143 1.132 -2.724  0.014
8 O 3.735 1.138 -3.794  0.176
9 C 3.963 0.767 -1.488  0.096
10 C 5.185 0.145 -1.672  0.018
11 C 5.968 -0.130 -0.566  0.020
12 C 5.510 0.234 0.693  0.066
13 C 4.275 0.835 0.789  -0.028
14 N 3.506 1.095 -0.273  0.069
15 C -0.331 2.298 -2.966  0.329
16 C -1.307 2.638 -3.900  -0.092
17 C -1.088 2.478 -5.259  0.243
18 Cl -2.359 2.915 -6.355  0.041
19 N -0.479 2.439 -1.563  0.080
20 C -1.601 2.902 -0.980  -0.001
21 O -2.660 3.258 -1.477  0.119
22 C -1.461 3.057 0.538  0.031
23 C -2.476 3.705 1.219  0.022
24 C -2.322 3.971 2.567  0.005
25 C -1.158 3.568 3.205  0.038
26 C -0.206 2.902 2.466  -0.019
27 N -0.344 2.646 1.162  0.036
28 H 2.050 1.256 -5.154  -0.001
29 H 5.490 -0.090 -2.681  0.009
30 H 6.926 -0.621 -0.679  0.005
31 H 6.091 0.047 1.585  0.008
32 H 3.873 1.111 1.755  0.004
33 H -2.250 3.030 -3.557  -0.004
34 H -3.350 4.000 0.655  0.009
35 H -3.099 4.484 3.118  0.003
36 H -0.992 3.751 4.258  0.005
37 H 0.698 2.537 2.937  0.001
38 O 1.107 -0.833 0.367  -0.002
39 Si -0.206 -1.646 0.870  -0.012
40 C 0.228 -3.381 1.380  -0.001
41 C -0.472 -4.077 2.371  0.000
42 C -0.114 -5.373 2.723  0.000
43 C 0.959 -5.988 2.092  0.000
44 C 1.671 -5.309 1.109  0.000
45 C 1.310 -4.015 0.760  -0.001
46 C -0.980 -0.751 2.330  -0.003
47 C -2.250 -0.164 2.268  0.002
48 C -2.810 0.453 3.381  0.007
49 C -2.115 0.483 4.583  -0.004
50 C -0.850 -0.091 4.668  0.001
51 C -0.293 -0.698 3.552  0.001
52 C -1.486 -1.619 -0.500  -0.005
53 C -2.662 -2.372 -0.483  0.000
54 C -3.592 -2.262 -1.507  0.001
55 C -3.366 -1.395 -2.574  0.004
56 C -2.202 -0.644 -2.624  0.004
57 C -1.284 -0.767 -1.590  0.027
58 H -1.308 -3.601 2.879  0.000
59 H -0.666 -5.899 3.492  0.000
60 H 1.244 -6.995 2.369  0.000
61 H 2.508 -5.791 0.619  0.000
62 H 1.875 -3.485 -0.002  0.000
63 H -2.809 -0.181 1.338  -0.002
64 H -3.795 0.903 3.311  0.003
65 H -2.558 0.949 5.455  0.000
66 H -0.305 -0.072 5.605  0.000
67 H 0.691 -1.156 3.632  0.000
68 H -2.854 -3.056 0.341  0.000
69 H -4.497 -2.858 -1.480  0.000
70 H -4.096 -1.311 -3.371  0.000
71 H -2.009 0.025 -3.454  0.001
72 H -0.345 -0.245 -1.676  -0.005



Record 2
DFT (ωB97M-V/def2-TZVPD) results for a structure of composition C36H25Cl3FGeIrN3O9 in a non-equilibrium geometry.

Frontier orbital gap (alpha / beta) = 0.2357 / 0.1293 Ha
⟨S²⟩ = 6.08
Spin multiplicity = 5
Lowest unoccupied orbital energy (alpha / beta) = -4.47 / -7.47 eV
Net charge = +1

Each line ends with the Mulliken spin population.
Element x y z (Å)
1 Ir -0.037 0.412 -0.329  1.549
2 Cl 6.724 -2.005 -1.084  0.064
3 C 5.355 -1.057 -0.734  0.258
4 C 4.087 -1.666 -0.750  -0.054
5 C 3.004 -0.898 -0.452  0.148
6 Cl 1.407 -1.530 -0.462  0.027
7 C 3.089 0.497 -0.099  0.123
8 O 2.075 1.153 0.205  0.389
9 C 4.416 1.071 -0.132  0.167
10 Cl 4.568 2.728 0.207  0.043
11 C 5.508 0.303 -0.442  -0.095
12 H 3.983 -2.714 -0.993  -0.002
13 H 6.489 0.756 -0.465  -0.001
14 O -2.010 -0.761 3.090  0.030
15 C -1.975 -1.010 1.904  0.007
16 O -0.984 -0.949 1.079  0.133
17 C -3.286 -1.493 1.230  0.000
18 C -3.659 -0.937 0.014  -0.040
19 C -4.835 -1.339 -0.607  0.003
20 C -5.615 -2.322 -0.023  0.001
21 C -5.225 -2.860 1.192  0.000
22 C -4.075 -2.445 1.848  0.000
23 N -6.062 -3.909 1.806  0.000
24 O -7.029 -4.295 1.176  0.000
25 O -5.734 -4.317 2.902  0.000
26 H -3.035 -0.176 -0.440  0.033
27 H -5.143 -0.886 -1.542  0.001
28 H -6.522 -2.676 -0.490  0.000
29 H -3.816 -2.860 2.811  0.000
30 C -1.164 -2.458 -2.256  -0.003
31 Ge -0.692 -0.558 -2.538  0.127
32 C -2.258 0.265 -3.418  -0.021
33 C -2.546 -0.224 -4.692  0.003
34 C -3.674 0.216 -5.368  0.004
35 C -4.521 1.138 -4.769  0.000
36 C -4.240 1.622 -3.500  0.002
37 C -3.103 1.195 -2.826  0.016
38 C 0.805 -0.492 -3.868  0.154
39 C 1.147 -1.682 -4.518  -0.008
40 C 2.081 -1.705 -5.546  0.074
41 C 2.739 -0.537 -5.914  0.182
42 C 2.461 0.673 -5.258  -0.037
43 C 3.157 1.857 -5.582  0.212
44 C 2.878 3.051 -4.931  0.049
45 C 1.875 3.096 -3.973  0.040
46 C 1.169 1.942 -3.644  0.040
47 C 1.464 0.706 -4.245  0.130
48 H -1.809 -2.787 -3.071  -0.002
49 H -1.718 -2.545 -1.321  0.002
50 H -0.293 -3.111 -2.201  0.002
51 H -1.895 -0.962 -5.153  -0.009
52 H -3.893 -0.168 -6.356  0.000
53 H -5.407 1.478 -5.289  0.000
54 H -4.915 2.326 -3.027  0.000
55 H -2.881 1.574 -1.835  0.010
56 H 0.662 -2.608 -4.233  -0.007
57 H 2.293 -2.636 -6.055  0.004
58 H 3.470 -0.548 -6.713  0.000
59 H 3.923 1.819 -6.347  0.002
60 H 3.433 3.948 -5.171  0.005
61 H 1.639 4.026 -3.474  0.000
62 H 0.393 1.991 -2.891  0.146
63 F -5.926 3.575 -0.725  0.000
64 C -4.923 3.897 0.098  0.000
65 C -3.678 4.008 -0.374  -0.003
66 N -2.617 4.328 0.441  0.003
67 C -1.277 4.350 -0.092  -0.002
68 C -0.756 2.966 -0.424  0.010
69 O 0.342 2.822 -0.986  0.064
70 O -1.477 1.952 -0.120  0.029
71 C -2.777 4.521 1.814  0.000
72 O -1.845 4.772 2.546  0.000
73 N -4.075 4.400 2.248  0.000
74 C -5.234 4.140 1.506  0.000
75 O -6.325 4.132 2.009  0.000
76 H -3.461 3.858 -1.423  0.001
77 H -0.621 4.770 0.670  0.001
78 H -1.217 4.968 -0.988  0.001
79 H -4.211 4.553 3.237  0.000